No. 1
The following is a quantum chemistry calculation of the molecule C4H6N2O, from the Open Molecules 2025 dataset.

Output
* net charge: 0
* HOMO: -8.461 eV

Each line ends with the Löwdin charge.
Atoms and positions in Å:
C 0.719 -1.933 1.376  -0.03
C 0.577 -0.500 0.160  -0.24
N 1.566 -1.199 0.213  0.14
O 1.005 1.175 -1.575  0.02
C -0.094 1.256 -1.028  -0.59
N -0.999 2.232 -1.343  0.14
C -0.471 0.323 0.022  -0.02
H 1.497 -2.650 1.577  0.09
H 0.522 -1.325 2.267  0.10
H -0.193 -2.442 1.041  0.09
H -1.971 2.074 -1.128  0.09
H -0.789 2.712 -2.204  0.10
H -1.370 0.278 0.622  0.11


No. 2
The following is a quantum chemistry calculation of a 10-piece molecular cluster, C43H88F6N4O16S2 overall at a distorted geometry, from the Open Molecules 2025 dataset.

Output
* net charge: -2
* HOMO: -1.351 eV

Each line ends with the Löwdin charge.
Atoms and positions in Å:
C -6.526 -4.893 -8.376  -0.10
O -5.741 -4.204 -7.434  -0.19
C -5.811 -4.679 -6.104  -0.20
C -5.158 -3.621 -5.250  -0.06
N -3.669 -3.485 -5.508  0.08
H -3.382 -3.195 -6.449  0.19
H -3.245 -2.772 -4.893  0.19
C -2.901 -4.753 -5.251  -0.11
C -1.432 -4.534 -5.470  -0.22
O -1.100 -3.631 -4.444  -0.18
C 0.298 -3.303 -4.424  -0.05
H -6.630 -5.964 -8.172  0.09
H -6.085 -4.840 -9.370  0.09
H -7.523 -4.446 -8.425  0.10
H -5.226 -5.595 -6.006  0.11
H -6.870 -4.828 -5.893  0.14
H -5.191 -3.920 -4.203  0.15
H -5.587 -2.633 -5.376  0.15
H -3.321 -5.431 -6.000  0.12
H -3.167 -5.257 -4.324  0.15
H -1.272 -4.113 -6.471  0.14
H -0.884 -5.478 -5.420  0.14
H 0.901 -4.212 -4.382  0.08
H 0.381 -2.738 -3.510  0.07
H 0.654 -2.666 -5.236  0.11
C 1.011 -0.997 -1.335  -0.10
C 1.604 -0.779 0.027  -0.23
C 1.321 0.652 0.456  -0.13
N 1.993 1.148 1.731  -0.22
C 1.501 0.215 2.807  -0.09
C 1.950 0.729 4.159  -0.15
C 1.806 2.220 4.418  -0.16
C 2.193 3.139 3.273  -0.15
C 1.830 2.641 1.869  -0.08
C 3.461 0.954 1.437  0.01
H 1.553 -0.493 -2.136  0.09
H 0.023 -0.515 -1.386  0.08
H 0.771 -2.048 -1.511  0.02
H 2.674 -0.988 -0.037  0.10
H 1.160 -1.491 0.727  0.09
H 0.241 0.751 0.605  0.11
H 1.701 1.358 -0.286  0.13
H 0.430 0.079 2.621  0.12
H 1.955 -0.734 2.529  0.10
H 1.351 0.192 4.896  0.12
H 2.989 0.460 4.360  0.10
H 0.758 2.454 4.646  0.11
H 2.331 2.477 5.338  0.11
H 1.816 4.158 3.383  0.11
H 3.281 3.277 3.274  0.10
H 0.801 2.905 1.620  0.12
H 2.448 3.118 1.111  0.13
H 3.903 1.379 0.541  0.11
H 3.633 -0.113 1.532  0.10
H 3.964 1.495 2.238  0.09
C -2.832 10.028 -2.911  -0.11
C -2.739 9.867 -1.398  -0.24
C -1.492 9.390 -0.719  -0.14
N -1.255 7.891 -0.714  -0.26
C -2.497 7.216 -0.165  -0.11
C -2.341 5.766 0.234  -0.14
C -1.102 5.497 1.107  -0.17
C 0.096 6.119 0.419  -0.15
C -0.067 7.620 0.203  -0.09
C -0.979 7.364 -2.090  0.04
H -2.876 9.132 -3.530  0.06
H -1.966 10.537 -3.356  0.08
H -3.663 10.686 -3.167  0.07
H -3.695 9.497 -1.029  0.11
H -2.812 10.902 -1.029  0.12
H -1.499 9.671 0.334  0.13
H -0.568 9.814 -1.116  0.14
H -2.862 7.705 0.736  0.14
H -3.201 7.272 -0.994  0.13
H -3.142 5.604 0.965  0.12
H -2.448 4.998 -0.530  0.11
H -1.301 5.920 2.099  0.11
H -0.982 4.440 1.336  0.10
H 1.024 5.863 0.928  0.13
H 0.151 5.681 -0.580  0.09
H -0.261 8.157 1.131  0.13
H 0.794 8.060 -0.301  0.13
H -0.890 6.281 -2.019  0.09
H -0.190 7.890 -2.615  0.12
H -1.891 7.520 -2.665  0.09
C 3.234 -4.343 -1.754  -0.07
C 1.790 -4.701 -1.441  -0.22
C 1.767 -5.855 -0.386  -0.10
N 0.378 -6.471 -0.283  -0.26
C 0.558 -7.481 0.867  -0.08
C -0.735 -8.198 1.164  -0.17
C -1.797 -7.208 1.628  -0.17
C -1.926 -6.020 0.681  -0.15
C -0.618 -5.416 0.130  -0.09
C -0.026 -7.114 -1.552  0.01
H 3.888 -5.196 -1.938  0.08
H 3.712 -3.702 -1.015  0.09
H 3.153 -3.752 -2.673  0.07
H 1.320 -5.086 -2.346  0.07
H 1.266 -3.853 -1.009  0.08
H 2.004 -5.464 0.603  0.14
H 2.493 -6.627 -0.630  0.13
H 0.864 -6.902 1.742  0.13
H 1.273 -8.196 0.468  0.14
H -0.616 -8.875 2.011  0.13
H -1.099 -8.770 0.308  0.10
H -1.586 -6.815 2.627  0.13
H -2.757 -7.705 1.779  0.12
H -2.539 -5.263 1.170  0.12
H -2.487 -6.270 -0.232  0.10
H -0.145 -4.875 0.955  0.14
H -0.806 -4.714 -0.676  0.13
H -0.910 -7.709 -1.352  0.09
H 0.757 -7.737 -1.978  0.12
H -0.261 -6.330 -2.266  0.09
C -1.779 -1.839 2.001  -0.06
C -2.581 -0.552 1.808  -0.73
O -1.949 0.559 1.825  -0.09
O -3.822 -0.603 2.087  -0.11
H -1.160 -2.026 1.100  0.04
H -2.412 -2.730 2.071  0.04
H -1.029 -1.863 2.788  0.05
C 4.594 0.318 7.182  -0.06
C 6.009 -0.315 7.217  -0.80
O 6.418 -0.742 6.110  -0.11
O 6.562 -0.416 8.338  -0.13
H 4.243 0.446 6.156  0.03
H 4.445 1.262 7.715  0.05
H 3.856 -0.361 7.627  0.06
C -1.640 4.474 4.725  -0.07
C -2.474 3.419 3.993  -0.77
O -2.490 2.186 4.246  -0.08
O -3.355 3.874 3.191  -0.14
H -0.756 4.720 4.126  0.04
H -1.224 4.198 5.699  0.05
H -2.297 5.322 4.917  0.05
C -1.318 2.581 -1.153  -0.05
C -0.481 3.366 -2.155  -0.78
O -0.977 3.998 -3.128  -0.13
O 0.737 3.435 -1.823  -0.10
H -1.303 1.510 -1.403  0.05
H -2.412 2.656 -1.194  0.07
H -0.980 2.699 -0.130  0.05
C 7.100 2.536 -0.051  -0.68
F 6.425 1.400 0.093  0.11
F 8.195 2.410 0.703  0.11
F 7.441 2.707 -1.318  0.12
S 6.091 4.019 0.572  0.46
O 5.302 4.360 -0.609  -0.36
O 5.249 3.445 1.607  -0.34
O 7.036 5.039 0.993  -0.34
C 1.731 -3.474 3.828  -0.64
F 2.242 -3.490 2.572  0.08
F 2.092 -2.348 4.451  0.14
F 0.399 -3.608 3.813  0.10
S 2.359 -4.970 4.799  0.45
O 1.661 -4.856 6.072  -0.34
O 1.820 -6.073 4.004  -0.40
O 3.802 -4.871 4.859  -0.32


No. 3
The following is a quantum chemistry calculation of C19H8BrCl6F3NO6Rh as an isolated structure, from the Open Molecules 2025 dataset.

Output
* net charge: 0
* HOMO: -9.128 eV

Each line ends with the Löwdin charge.
Atoms and positions in Å:
Rh 1.555 -0.386 -0.373  1.18
O 4.586 -0.326 -1.957  -0.22
Cl 3.689 -1.364 -1.640  0.76
O 4.101 -2.623 -2.083  -0.19
O 2.315 -1.044 -2.151  -0.40
O 3.390 -1.366 -0.167  -0.38
Cl 3.918 0.992 1.707  0.72
C 3.522 1.828 0.248  -0.69
C 2.454 1.390 -0.524  -0.37
C 2.108 2.138 -1.638  -0.68
Cl 0.694 1.614 -2.512  0.74
C 2.815 3.266 -2.040  -0.70
Cl 2.334 4.148 -3.433  0.71
C 3.915 3.660 -1.281  -0.70
Cl 4.821 5.042 -1.749  0.70
C 4.263 2.952 -0.129  -0.70
Cl 5.598 3.472 0.818  0.70
F -4.114 1.313 2.476  0.15
C -3.373 0.304 2.941  -0.59
F -3.346 0.403 4.282  0.16
F -3.999 -0.842 2.639  0.16
C -1.967 0.322 2.379  -0.07
C -1.100 -0.711 2.707  0.05
C 0.160 -0.713 2.144  -0.07
N 0.568 0.260 1.306  -0.05
C -0.262 1.290 1.044  -0.09
C -1.538 1.357 1.562  0.03
H -1.401 -1.521 3.354  0.14
H 0.868 -1.505 2.335  0.13
H 0.139 2.076 0.416  0.11
H -2.180 2.188 1.317  0.13
Br -5.893 -0.483 -0.996  0.74
C -4.159 -1.241 -0.954  -0.70
C -4.005 -2.578 -0.625  -0.11
C -2.734 -3.122 -0.590  0.00
C -1.615 -2.338 -0.850  -0.13
C -1.800 -1.006 -1.188  -0.05
C -3.063 -0.447 -1.256  -0.13
C -0.247 -2.953 -0.708  -0.59
O -0.046 -4.106 -0.995  0.10
O 0.631 -2.192 -0.108  -0.20
H -4.870 -3.182 -0.397  0.10
H -2.590 -4.167 -0.352  0.12
H -0.942 -0.388 -1.441  0.05
H -3.200 0.588 -1.535  0.10


No. 4
The following is a quantum chemistry calculation of a 2-piece molecular cluster, C3H11N2OS overall at a distorted geometry, from the Open Molecules 2025 dataset.

Output
* net charge: -1
* HOMO: -2.618 eV

Each line ends with the Löwdin charge.
Atoms and positions in Å:
N 1.791 0.017 -1.700  -0.05
C 2.116 1.137 -0.691  -0.63
O 1.119 1.996 -0.527  -0.35
H 0.841 0.307 -1.932  -0.01
H 2.278 0.200 -2.577  0.01
H 2.421 0.566 0.226  0.05
H 3.059 1.599 -1.051  0.06
C -0.550 -0.455 0.911  -0.40
C -1.869 -0.876 0.337  -0.55
S -1.772 -0.838 -1.508  0.67
N -0.583 -0.373 2.378  -0.02
H 0.292 -1.097 0.629  0.10
H -0.226 0.501 0.466  0.07
H -2.228 -1.857 0.652  0.06
H -2.642 -0.146 0.591  0.06
H -3.104 -0.987 -1.589  -0.18
H 0.307 -0.019 2.707  0.06
H -1.250 0.324 2.676  0.05